Record 1
DFT (ωB97M-V/def2-TZVPD) results for a cluster of 2 separate species, C30H44N5O4 in total in a non-equilibrium geometry.

Energy (a.u.): -1743.953160
HOMO energy (eV): -9.91
ΔE to the lowest compared entry with this formula, charge and spin (kJ/mol): 54.3

Structure (ORCA input):
```
! RIJCOSX wB97M-V def2-TZVPD def2/J DEFGRID3
* xyz 1 1
C 6.211 -4.425 -0.874
O 6.844 -3.138 -0.678
C 6.024 -2.051 -0.652
C 4.672 -2.088 -1.011
C 3.795 -1.180 -0.431
C 2.307 -1.383 -0.546
C 1.713 -1.804 0.794
C 2.188 -3.179 1.272
O 3.335 -3.543 1.536
N 1.076 -3.962 1.373
C 1.155 -5.337 1.790
C -0.188 -3.346 1.002
C -0.709 -4.001 -0.289
C -1.171 -3.479 2.180
N 0.252 -1.962 0.761
C -0.562 -1.011 0.268
C -1.932 -1.190 0.089
C -2.803 -0.158 -0.248
C -4.230 -0.304 -0.206
C -4.998 0.879 -0.140
C -6.383 0.858 -0.020
C -7.048 -0.374 0.112
C -6.320 -1.563 -0.034
C -4.941 -1.541 -0.242
C 4.269 -0.123 0.347
C 5.637 0.020 0.594
O 6.190 0.900 1.469
C 5.416 2.028 1.930
C 6.539 -0.905 0.004
O 7.877 -0.813 0.261
C 8.351 -1.354 1.539
H 6.978 -5.157 -0.628
H 5.345 -4.550 -0.209
H 5.893 -4.539 -1.920
H 4.271 -2.923 -1.595
H 1.819 -0.448 -0.855
H 2.055 -2.181 -1.265
H 1.998 -1.078 1.573
H 2.192 -5.568 2.035
H 0.523 -5.515 2.666
H 0.795 -6.004 0.998
H 0.092 -4.008 -1.042
H -1.032 -5.024 -0.062
H -1.550 -3.458 -0.720
H -0.596 -3.418 3.115
H -1.923 -2.688 2.185
H -1.662 -4.458 2.122
H -0.124 -0.028 0.067
H -2.384 -2.166 0.296
H -2.421 0.841 -0.458
H -4.419 1.798 -0.226
H -6.947 1.792 0.003
H -8.111 -0.406 0.344
H -6.826 -2.525 0.033
H -4.418 -2.473 -0.456
H 3.549 0.555 0.819
H 6.127 2.621 2.505
H 5.027 2.605 1.079
H 4.585 1.698 2.567
H 9.432 -1.212 1.501
H 7.903 -0.788 2.365
H 8.091 -2.419 1.595
C -4.674 6.369 0.134
N -4.379 5.086 -0.464
C -5.209 4.008 0.010
C -3.326 4.663 -1.262
N -2.922 3.414 -1.087
N -2.877 5.422 -2.337
C -3.044 6.853 -2.526
C -2.277 4.761 -3.500
H -3.976 7.148 -0.158
H -5.699 6.672 -0.122
H -4.641 6.288 1.229
H -5.373 3.350 -0.843
H -4.722 3.442 0.815
H -6.171 4.387 0.353
H -1.949 3.301 -1.393
H -3.895 7.255 -1.986
H -2.129 7.396 -2.238
H -3.205 7.046 -3.591
H -2.612 3.717 -3.536
H -2.574 5.289 -4.421
H -1.176 4.785 -3.461
*
```

Atom charges from the Mulliken analysis, given in e for atoms 1 to 8: C -0.73; O -0.43; C 0.73; C -0.83; C -0.31; C -0.71; C -0.03; C 0.30


Record 2
DFT (ωB97M-V/def2-TZVPD) results for a structure of composition C30H45BrN2P2Pd in a non-equilibrium geometry.

Energy (a.u.): -4663.621879
<S²>: 2.02
HOMO energy (spin up / spin down) (eV): -12.43 / -12.37
ΔE to the lowest compared entry with this formula, charge and spin (kJ/mol): 0.0

Structure (ORCA input):
```
! RIJCOSX wB97M-V def2-TZVPD def2/J DEFGRID3
* xyz 2 3
N -6.943 5.502 -5.410
C -6.690 6.107 -4.251
C -5.954 5.493 -3.232
C -5.386 4.218 -3.464
C -5.670 3.596 -4.699
C -6.470 4.281 -5.631
C -4.499 3.611 -2.475
Pd -0.119 -0.276 1.379
P 6.259 -1.015 0.352
C -3.514 2.723 -2.789
C -2.612 2.170 -1.819
C -1.415 1.535 -2.232
C -0.576 0.948 -1.288
C -0.999 0.983 0.035
C -2.097 1.673 0.509
C -2.922 2.279 -0.442
Br 2.224 -0.329 2.270
H -4.613 3.979 -1.452
H -3.330 2.457 -3.832
H -5.799 6.022 -2.291
H -5.294 2.605 -4.945
H -7.084 7.116 -4.114
H -6.725 3.816 -6.584
H -1.165 1.516 -3.296
H -3.820 2.813 -0.126
H 0.361 0.458 -1.542
H -2.324 1.716 1.569
P -0.391 -2.246 0.376
C 5.726 0.736 0.568
C 6.824 1.701 0.105
H 5.510 0.861 1.639
H 4.790 0.872 0.008
H 6.648 2.696 0.526
H 7.815 1.366 0.435
H 6.844 1.798 -0.986
C 5.443 -1.459 -1.242
C 6.177 -2.621 -1.914
H 5.470 -0.558 -1.872
H 4.397 -1.710 -1.016
H 5.913 -2.669 -2.976
H 7.264 -2.503 -1.843
H 5.908 -3.581 -1.459
C 5.201 -1.946 1.526
C 5.909 -2.184 2.857
H 4.965 -2.906 1.040
H 4.259 -1.372 1.672
H 5.345 -2.913 3.451
H 6.919 -2.582 2.702
H 5.983 -1.262 3.445
C -0.231 -3.612 1.580
C -1.377 -4.621 1.642
H -0.062 -3.136 2.558
H 0.710 -4.114 1.309
H -2.299 -4.176 2.033
H -1.596 -5.060 0.661
H -1.096 -5.440 2.313
C 0.844 -2.573 -0.926
C 0.337 -2.611 -2.364
H 1.311 -3.531 -0.651
H 1.609 -1.792 -0.793
H -0.265 -3.507 -2.554
H -0.256 -1.727 -2.624
H 1.196 -2.640 -3.047
C -2.079 -2.321 -0.310
C -3.118 -1.811 0.690
H -2.274 -3.360 -0.614
H -2.080 -1.706 -1.222
H -3.877 -1.207 0.174
H -3.635 -2.629 1.207
H -2.671 -1.158 1.455
C -1.837 1.195 5.790
C -1.449 2.128 4.829
C -0.903 1.672 3.618
N -0.778 0.364 3.361
C -1.069 -0.545 4.303
C -1.629 -0.160 5.529
H -2.286 1.519 6.728
H -1.570 3.201 4.953
H -0.585 2.360 2.829
H -0.859 -1.586 4.056
H -1.870 -0.936 6.246
*
```

Atom charges from the Mulliken analysis, given in e for atoms 1 to 8: N -0.57; C -0.31; C -0.48; C 0.62; C -0.50; C -0.33; C -0.14; Pd -0.33


Record 3
DFT (ωB97M-V/def2-TZVPD) results for a structure of composition C30H45BrN4NiOP2 in a non-equilibrium geometry.

Energy (a.u.): -6228.811512
<S²>: 2.02
HOMO energy (spin up / spin down) (eV): -13.64 / -13.66

Structure (ORCA input):
```
! RIJCOSX wB97M-V def2-TZVPD def2/J DEFGRID3
* xyz 2 3
C 2.161 4.270 -1.087
C 1.266 3.772 -2.052
C 1.625 3.871 -3.407
C 2.792 4.589 -3.725
N 3.600 5.082 -2.790
C 3.306 4.959 -1.498
C 0.124 3.122 -1.474
C -0.620 2.710 -0.591
C -1.682 2.290 0.283
C -1.794 1.061 1.090
C -3.081 0.756 1.632
C -4.149 1.588 1.372
C -3.953 2.896 0.865
C -2.703 3.236 0.337
Ni -1.283 -0.967 1.045
P 1.455 -0.567 -0.005
H 1.037 3.406 -4.195
H 1.923 4.147 -0.032
H 3.108 4.750 -4.763
H 3.976 5.370 -0.743
H -2.517 4.231 -0.092
H -0.991 0.894 1.908
H -4.763 3.619 0.846
H -3.191 -0.124 2.253
C 2.329 -2.210 0.162
C 3.585 -2.493 -0.657
H 1.558 -2.956 -0.097
H 2.535 -2.333 1.237
H 3.923 -3.514 -0.434
H 3.401 -2.446 -1.737
H 4.414 -1.820 -0.407
C 1.723 -0.129 -1.799
C 3.081 0.444 -2.202
H 0.932 0.607 -2.010
H 1.503 -1.025 -2.395
H 3.112 0.543 -3.294
H 3.241 1.446 -1.782
H 3.920 -0.203 -1.913
C 2.540 0.732 0.760
C 4.007 0.417 0.990
H 2.037 0.985 1.704
H 2.441 1.626 0.126
H 4.451 1.222 1.591
H 4.155 -0.525 1.530
H 4.577 0.383 0.052
Br -5.884 0.900 1.832
P -1.929 -1.525 -1.176
C -0.769 -2.383 -2.297
C -1.125 -3.680 -3.007
H 0.140 -2.532 -1.701
H -0.530 -1.621 -3.052
H -0.227 -4.022 -3.543
H -1.421 -4.484 -2.328
H -1.907 -3.561 -3.766
C -3.098 -2.799 -0.524
C -4.451 -3.087 -1.164
H -3.241 -2.520 0.539
H -2.501 -3.727 -0.536
H -5.016 -3.717 -0.461
H -5.061 -2.195 -1.358
H -4.358 -3.667 -2.094
C -2.671 -0.361 -2.366
C -3.202 -0.844 -3.715
H -1.893 0.396 -2.562
H -3.449 0.161 -1.803
H -3.778 -0.032 -4.173
H -2.415 -1.093 -4.434
H -3.873 -1.704 -3.643
C 0.371 1.678 5.595
N 0.115 0.359 4.979
C 0.279 -0.770 5.731
C 0.215 -1.981 5.100
C -0.167 -2.011 3.740
N -0.586 -0.904 3.070
C -0.028 0.260 3.615
O 0.363 1.213 2.894
N -0.064 -3.130 2.971
H 0.415 1.505 6.680
H -0.457 2.363 5.359
H 1.323 2.104 5.237
H 0.523 -0.592 6.784
H 0.566 -2.893 5.576
H 0.472 -3.892 3.404
H 0.211 -2.920 1.995
*
```

Atom charges from the Mulliken analysis, given in e for atoms 1 to 8: C -0.26; C 0.63; C -0.45; C -0.33; N -0.56; C -0.48; C 0.07; C 0.22


Record 4
DFT (ωB97M-V/def2-TZVPD) results for a structure of composition C30H45BrO2P2Zr in a non-equilibrium geometry.

Energy (a.u.): -4623.836529
HOMO energy (eV): -13.19
ΔE to the lowest compared entry with this formula, charge and spin (kJ/mol): 0.0

Structure (ORCA input):
```
! RIJCOSX wB97M-V def2-TZVPD def2/J DEFGRID3
* xyz 2 1
Zr -1.279 -0.034 0.408
C -2.771 -0.047 2.533
C -2.189 1.252 2.324
C -3.715 0.848 0.613
C -3.706 -0.296 1.473
C -2.759 1.802 1.117
C -2.655 -0.853 3.779
H -1.688 -0.700 4.274
H -2.766 -1.925 3.567
H -3.439 -0.579 4.504
C -4.671 -1.422 1.399
H -4.398 -2.230 2.088
H -4.714 -1.839 0.383
H -5.691 -1.096 1.665
C -4.693 1.095 -0.475
H -5.661 1.432 -0.070
H -4.887 0.182 -1.056
H -4.342 1.872 -1.165
C -2.635 3.215 0.657
H -3.434 3.840 1.090
H -2.720 3.286 -0.436
H -1.677 3.660 0.948
C -1.410 2.024 3.329
H -2.067 2.692 3.909
H -0.643 2.653 2.862
H -0.905 1.366 4.044
C 0.293 -1.754 0.607
C 0.248 -1.173 1.877
C 1.309 -0.229 2.386
C 1.716 0.898 1.404
C 0.648 1.409 0.473
C 0.454 0.910 -0.821
C 1.169 -0.291 -1.392
C 1.381 -1.490 -0.419
H 2.213 -0.794 2.685
H 2.613 0.565 0.849
H 0.974 0.238 3.324
H 2.368 -1.388 0.052
H -0.301 -2.665 0.424
H -0.330 -1.682 2.655
H 1.470 -2.402 -1.029
H 0.632 -0.675 -2.275
H 0.013 1.574 -1.575
H 2.153 0.031 -1.770
H 2.080 1.749 1.996
H 0.320 2.438 0.670
P 4.662 -0.012 -0.016
C 5.274 -1.702 -0.417
C 6.017 0.468 1.136
P 4.626 2.460 -1.875
C 5.371 0.795 -1.522
C 6.025 3.492 -1.238
C 5.209 2.551 -3.630
H 4.784 -2.070 -1.327
H 5.057 -2.375 0.421
H 6.358 -1.645 -0.578
H 6.969 0.114 0.723
H 5.837 -0.021 2.101
H 6.055 1.555 1.269
H 6.302 2.458 -3.672
H 4.926 3.524 -4.048
H 4.750 1.756 -4.227
H 5.202 0.136 -2.389
H 6.462 0.905 -1.388
H 5.826 4.532 -1.523
H 6.967 3.180 -1.704
H 6.107 3.422 -0.149
Br -1.907 -4.264 -0.851
C -3.517 -3.620 -1.624
C -4.711 -4.331 -1.582
C -5.890 -3.739 -2.065
C -5.863 -2.458 -2.642
C -4.665 -1.757 -2.729
C -3.500 -2.355 -2.235
C -2.232 -1.586 -2.294
O -1.501 -1.553 -3.262
O -2.009 -0.927 -1.149
H -4.719 -5.341 -1.182
H -6.820 -4.303 -2.034
H -6.774 -1.997 -3.029
H -4.583 -0.757 -3.152
*
```

Atom charges from the Mulliken analysis, given in e for atoms 1 to 8: Zr 0.49; C 0.59; C 1.35; C 0.73; C 0.66; C 0.48; C -1.94; H 0.41


Record 5
DFT (ωB97M-V/def2-TZVPD) results for a structure of composition C30H45CdN6O6S5 in a non-equilibrium geometry.

Energy (a.u.): -4108.733304
HOMO energy (spin up / spin down) (eV): -5.28 / -1.69
ΔE to the lowest compared entry with this formula, charge and spin (kJ/mol): 0.0

Structure (ORCA input):
```
! RIJCOSX wB97M-V def2-TZVPD def2/J DEFGRID3
* xyz -1 1
Cd -1.054 0.832 -0.038
C -3.977 -1.021 2.667
C -3.709 -0.091 3.848
S -2.116 0.770 3.748
C -2.606 2.483 4.072
C -3.636 3.097 3.122
S -3.140 3.021 1.382
C -4.591 2.336 0.558
C -5.106 0.998 1.069
S -3.862 -0.318 1.003
H -3.228 -1.818 2.650
H -4.948 -1.502 2.815
H -4.494 0.660 3.929
H -3.738 -0.676 4.770
H -2.961 2.576 5.101
H -1.665 3.034 4.009
H -4.600 2.600 3.230
H -3.788 4.137 3.418
H -5.404 3.067 0.562
H -4.191 2.195 -0.462
H -5.481 1.065 2.092
H -5.952 0.709 0.442
C 1.856 1.630 -6.255
C 2.094 1.125 -4.858
C 1.564 -0.089 -4.438
C 1.730 -0.527 -3.133
C 2.444 0.255 -2.240
C 2.999 1.462 -2.642
C 2.818 1.889 -3.946
S 2.561 -0.235 -0.544
O 2.151 -1.625 -0.495
O 3.910 0.052 -0.098
N 1.447 0.609 0.189
C 1.608 1.831 0.759
C 2.810 2.519 1.047
C 2.737 3.754 1.644
C 1.502 4.317 1.964
C 0.378 3.582 1.662
N 0.422 2.379 1.090
H 1.472 0.840 -6.900
H 2.773 2.021 -6.698
H 1.121 2.439 -6.245
H 0.991 -0.692 -5.132
H 1.302 -1.463 -2.800
H 3.564 2.057 -1.935
H 3.240 2.837 -4.263
H 3.756 2.062 0.805
H 3.653 4.290 1.866
H 1.418 5.291 2.425
H -0.616 3.964 1.864
C -3.410 2.053 -3.499
C -2.219 1.384 -2.786
C -2.002 -0.003 -3.428
C -0.966 2.240 -3.056
N -2.546 1.272 -1.389
H -3.257 2.136 -4.582
H -3.563 3.054 -3.089
H -4.314 1.467 -3.317
H -1.791 0.060 -4.506
H -2.895 -0.615 -3.279
H -1.162 -0.505 -2.940
H -0.781 2.390 -4.130
H -0.081 1.759 -2.626
H -1.089 3.217 -2.581
C 5.907 -2.789 1.910
C 4.490 -2.907 1.375
S 3.939 -4.594 1.449
O 3.884 -4.999 2.837
O 4.734 -5.369 0.528
C 2.272 -4.530 0.817
C 1.256 -4.116 1.886
N 0.202 -3.256 1.355
C 0.080 -1.937 1.621
N -0.852 -1.375 0.867
C -1.351 -2.346 0.056
C -0.710 -3.520 0.343
N -0.958 -4.799 -0.192
O -1.751 -4.879 -1.121
O -0.374 -5.767 0.307
C 0.879 -1.205 2.638
H 6.227 -1.750 1.836
H 6.591 -3.405 1.327
H 5.961 -3.102 2.953
H 4.407 -2.591 0.337
H 3.783 -2.317 1.959
H 2.066 -5.529 0.439
H 2.284 -3.827 -0.017
H 1.743 -3.552 2.678
H 0.810 -4.999 2.331
H -2.130 -2.155 -0.664
H 0.808 -1.672 3.622
H 0.494 -0.191 2.704
H 1.927 -1.151 2.343
*
```

Atom charges from the Mulliken analysis, given in e for atoms 1 to 8: Cd 1.25; C -0.86; C -0.92; S 0.02; C -0.83; C -0.98; S -0.07; C -0.26